No. 1
ORCA calculation (the ωB97M-V functional and the def2-TZVPD basis) on a 13-piece molecular cluster, C25H76N4O13 overall.

XYZ file:
```
118
Properties=species:S:1:pos:R:3:mulliken_charge:R:1
C -11.68 6.71 -9.61 -1.157
O -10.84 7.77 -9.43 0.228
H -12.76 6.93 -9.42 0.281
H -11.41 5.86 -9.02 0.407
H -11.52 6.36 -10.63 0.356
H -9.94 7.54 -9.19 -0.090
C -9.40 10.59 -8.90 1.147
O -8.65 11.68 -8.37 2.214
H -9.23 10.45 -9.99 -0.081
H -10.50 10.58 -8.65 -0.451
H -9.07 9.68 -8.44 0.098
H -8.52 11.56 -7.38 -0.939
C -8.48 5.68 -9.66 -0.943
O -8.29 6.96 -9.08 -0.400
H -9.16 5.18 -9.01 0.349
H -7.53 5.12 -9.70 0.246
H -8.84 5.88 -10.62 0.267
H -7.95 6.84 -8.19 0.155
C -6.60 10.01 -10.45 0.383
O -6.46 11.20 -9.70 -0.592
H -7.33 10.01 -11.24 -0.204
H -6.89 9.23 -9.80 -0.225
H -5.66 9.73 -11.04 0.306
H -7.35 11.53 -9.49 -0.183
C -12.96 11.47 -7.66 -0.546
O -12.33 12.48 -8.45 -0.464
H -14.03 11.62 -7.70 0.509
H -12.67 11.44 -6.55 0.141
H -12.76 10.45 -7.98 0.111
H -12.60 12.39 -9.37 0.123
C -11.67 10.20 -11.89 0.612
O -11.83 11.03 -13.01 -0.845
N -10.70 9.34 -11.78 0.105
N -12.44 10.09 -10.84 -0.126
H -10.10 9.37 -12.56 0.114
H -10.65 8.70 -11.03 0.135
H -13.16 10.81 -10.76 0.250
H -12.34 9.41 -10.16 -0.075
C -10.02 13.82 -11.14 0.585
O -8.89 13.58 -11.85 -0.697
N -10.98 14.55 -11.58 -0.351
N -10.14 13.42 -9.93 1.206
H -10.75 15.26 -12.36 0.325
H -11.83 14.78 -11.06 0.140
H -9.38 12.82 -9.53 -1.291
H -10.98 13.54 -9.43 0.043
C -6.20 14.96 -10.39 -1.800
C -7.10 14.75 -9.24 1.801
C -6.38 14.42 -7.92 -0.491
O -7.88 15.72 -8.94 -0.684
H -6.82 15.35 -11.21 0.320
H -5.71 14.10 -10.76 0.248
H -5.40 15.66 -10.09 0.397
H -7.66 13.88 -9.54 -0.817
H -5.72 13.55 -8.02 0.222
H -7.16 14.19 -7.23 -0.634
H -5.82 15.24 -7.51 0.553
H -8.67 15.63 -9.50 0.466
C -11.53 8.93 -6.29 -0.086
C -10.59 8.32 -5.32 -0.651
C -9.56 7.56 -6.10 -1.078
O -10.00 9.02 -4.53 -0.358
H -11.05 9.74 -6.85 -0.579
H -12.36 9.39 -5.70 0.592
H -11.97 8.25 -7.10 0.052
H -11.08 7.46 -4.82 0.284
H -8.93 6.93 -5.53 0.538
H -8.98 8.29 -6.72 -0.129
H -9.90 6.89 -6.85 0.811
H -10.60 9.65 -4.16 0.372
C -8.93 11.09 -16.14 -1.472
C -9.02 10.28 -14.87 0.478
C -8.58 11.27 -13.75 -0.485
O -10.16 9.78 -14.67 -0.581
H -9.21 10.37 -16.96 0.341
H -7.93 11.60 -16.30 0.343
H -9.60 11.92 -16.14 0.345
H -8.39 9.37 -14.92 0.318
H -9.26 12.15 -13.79 0.253
H -7.56 11.56 -13.81 0.760
H -8.69 10.86 -12.72 -0.824
H -10.76 10.42 -14.25 0.348
C -6.22 11.30 -6.08 -1.898
C -7.33 10.50 -5.34 2.312
C -7.36 10.66 -3.82 -1.587
O -8.41 10.83 -5.81 0.534
H -5.28 10.84 -5.85 0.592
H -6.26 12.33 -5.95 0.495
H -6.37 11.22 -7.16 0.315
H -7.27 9.49 -5.65 -1.067
H -6.37 10.41 -3.50 0.433
H -8.08 10.12 -3.22 0.360
H -7.56 11.73 -3.55 0.165
H -9.05 10.13 -5.53 -0.663
C -10.11 14.09 -6.83 0.372
C -9.96 14.69 -5.41 -0.491
C -8.61 14.37 -4.79 -0.443
O -10.09 15.95 -5.28 -0.606
H -10.30 12.98 -6.80 -0.309
H -9.19 14.33 -7.36 -0.330
H -10.98 14.51 -7.33 0.412
H -10.67 14.22 -4.82 0.522
H -7.78 14.83 -5.35 0.192
H -8.55 13.26 -4.84 -0.394
H -8.45 14.67 -3.76 0.464
H -9.37 16.44 -5.72 0.398
C -4.54 6.50 -6.02 -1.866
C -5.93 7.03 -6.46 0.552
C -5.89 8.18 -7.50 -0.536
O -6.76 6.20 -6.88 -0.549
H -3.87 6.31 -6.85 0.371
H -4.70 5.60 -5.56 0.492
H -4.12 7.20 -5.34 0.395
H -6.31 7.44 -5.54 0.203
H -5.44 7.82 -8.43 0.697
H -5.25 9.01 -7.13 0.333
H -6.87 8.62 -7.65 -0.655
H -7.22 5.86 -6.06 0.438
```

As for the HOMO-LUMO gap: 8.351 eV. The value obtained for the energy relative to the best compared isomer or geometry (same formula, charge and spin) is 6.794 eV.

=====

No. 2
ORCA calculation (the ωB97M-V functional and the def2-TZVPD basis) on C4H6LiOZn as an isolated structure.

XYZ file:
```
13
Properties=species:S:1:pos:R:3:nbo_charge:R:1
C 0.38 -1.53 -1.04 -0.237
C 1.30 -1.80 -0.17 -0.831
H 1.96 -2.61 0.12 0.225
H 0.64 -0.76 1.08 0.385
O -0.52 -0.01 1.18 -1.034
C 0.09 1.10 0.49 -0.094
C -0.35 0.92 -0.96 -0.979
Li -1.22 -1.66 0.62 0.847
Zn -2.66 0.81 0.44 0.034
H 1.17 0.97 0.66 0.114
H -0.02 2.10 0.93 0.144
H -0.82 0.63 -1.91 0.268
H 0.03 1.84 -1.44 0.159
```

The charge is -1. As for the HOMO-LUMO gap (alpha / beta): 3.699 / 3.697 eV.

=====

No. 3
ORCA calculation (the ωB97M-V functional and the def2-TZVPD basis) on C30H23ClI2N4O5SW as an isolated structure.

XYZ file:
```
67
Properties=species:S:1:pos:R:3:nbo_charge:R:1
W 0.17 -0.62 -0.72 1.742
I 5.07 0.58 5.63 0.136
C 3.78 0.23 4.02 -0.174
C 2.78 -0.73 4.13 -0.247
C 1.92 -0.90 3.06 -0.209
I 0.41 -2.33 3.24 0.187
C 2.01 -0.15 1.88 0.376
O 1.04 -0.25 0.99 -0.784
C 3.10 0.74 1.75 -0.122
C 2.79 1.25 -0.84 0.133
N 1.33 1.43 -0.82 -0.621
C 0.80 2.36 -1.82 -0.259
C -0.71 2.23 -1.86 0.238
C -1.49 3.01 -2.68 -0.251
C -2.87 2.83 -2.65 -0.131
C -3.40 1.87 -1.81 -0.251
C -2.55 1.10 -1.04 0.092
N -1.22 1.28 -1.06 -0.509
C 3.93 0.94 2.85 -0.221
H 2.67 -1.32 5.02 0.238
H 2.77 -0.33 -2.16 0.414
H 3.21 2.00 -1.53 0.187
H 1.02 1.72 0.11 0.406
H 1.22 2.09 -2.79 0.238
H 1.09 3.40 -1.61 0.210
H -1.04 3.75 -3.34 0.227
H -3.51 3.43 -3.28 0.226
H -4.47 1.69 -1.76 0.236
H -2.90 0.28 -0.42 0.252
H 4.72 1.68 2.79 0.206
O -3.31 -2.35 -0.20 -0.603
C -2.11 -2.48 -0.12 0.798
O -1.34 -1.43 0.20 -0.762
C -1.43 -3.80 -0.28 -0.158
C -2.27 -4.91 -0.11 -0.159
C -1.78 -6.20 -0.16 -0.248
C -0.42 -6.40 -0.40 -0.183
C 0.41 -5.31 -0.59 -0.226
C -0.07 -4.00 -0.54 -0.130
S 1.16 -2.77 -0.88 -0.114
H -3.31 -4.72 0.07 0.234
H -2.44 -7.04 -0.02 0.213
H -0.01 -7.40 -0.44 0.212
H 1.47 -5.47 -0.78 0.218
N 4.91 1.46 0.20 -0.615
C 5.28 0.19 -0.29 -0.098
C 4.42 -0.54 -0.99 -0.075
N 3.10 -0.11 -1.23 -0.646
C 3.48 1.56 0.50 -0.062
H 5.49 1.76 0.96 0.381
H 6.28 -0.15 -0.08 0.214
H 4.67 -1.52 -1.38 0.221
H 3.27 2.62 0.70 0.210
Cl -0.97 -1.09 -9.21 0.020
C -0.76 -0.99 -7.49 -0.008
C 0.42 -0.48 -6.98 -0.245
C 0.59 -0.40 -5.61 -0.152
C -0.43 -0.83 -4.75 -0.121
C -1.60 -1.35 -5.28 -0.153
C -1.78 -1.43 -6.65 -0.238
C -0.25 -0.74 -3.31 0.775
O -1.12 -1.12 -2.48 -0.663
O 0.82 -0.25 -2.79 -0.744
H 1.20 -0.15 -7.65 0.233
H 1.50 -0.01 -5.19 0.229
H -2.38 -1.69 -4.61 0.246
H -2.68 -1.84 -7.08 0.235
```

The spin multiplicity is 3. As for the HOMO-LUMO gap (alpha / beta): 6.597 / 7.076 eV. The value obtained for the energy relative to the best compared isomer or geometry (same formula, charge and spin) is 0.287 eV.

=====

No. 4
ORCA calculation (the ωB97M-V functional and the def2-TZVPD basis) on one molecule with the formula C2H7OPS.

XYZ file:
```
12
Properties=species:S:1:pos:R:3:nbo_charge:R:1
C -0.47 1.23 -0.66 -1.043
P 0.64 0.02 0.04 1.489
C -0.34 -1.54 -0.11 -0.985
O 0.32 0.81 1.66 -0.957
S 2.55 -0.09 -0.53 -0.546
H -1.50 0.94 -0.33 0.253
H -0.22 2.29 -0.41 0.277
H -0.48 1.40 -1.83 0.258
H -1.16 -1.60 0.71 0.264
H -0.54 -1.60 -1.13 0.252
H 0.28 -2.34 0.33 0.260
H 0.93 0.47 2.26 0.477
```

As for the SMILES: CP(C)(O)=S. As for the HOMO-LUMO gap: 9.575 eV. The value obtained for the energy relative to the best compared isomer or geometry (same formula, charge and spin) is 0.646 eV.